[1]
Molecular formula: C25H43F3P2Rh
Method: DFT, ωB97M-V with the def2-TZVPD basis set

Each line ends with the Mulliken spin population.
CARTESIAN COORDINATES (ANGSTROEM)
Rh (0.9956, -1.1602, 0.1951)  2.04
C (2.9868, -0.7002, 0.7234)  0.37
C (2.4880, -0.0925, 1.9586)  0.25
C (2.5446, -2.3727, 2.3047)  0.20
C (3.0116, -2.1480, 0.9728)  0.40
C (2.2273, -1.1251, 2.8928)  0.19
C (3.7889, -0.0374, -0.3415)  -0.02
H (3.5822, 1.0338, -0.3778)  0.00
H (3.5612, -0.4773, -1.3193)  0.00
H (4.8594, -0.1836, -0.1462)  0.01
C (3.8129, -3.0945, 0.1557)  -0.07
H (3.8773, -2.7577, -0.8824)  0.01
H (3.3958, -4.1070, 0.1808)  0.01
H (4.8395, -3.1541, 0.5511)  0.02
C (2.5869, -3.6782, 3.0101)  -0.01
H (3.4838, -3.7469, 3.6456)  0.02
H (2.6262, -4.5043, 2.2920)  0.00
H (1.7128, -3.8171, 3.6595)  0.01
C (1.8520, -0.9387, 4.3180)  0.01
H (2.7062, -1.1759, 4.9727)  0.02
H (1.0249, -1.6024, 4.6192)  0.01
H (1.5546, 0.0973, 4.5201)  0.00
C (2.5536, 1.3560, 2.2527)  -0.03
H (3.3988, 1.5656, 2.9300)  0.03
H (1.6455, 1.7260, 2.7514)  0.01
H (2.7171, 1.9424, 1.3436)  -0.01
C (-2.1962, 1.7847, -3.2793)  0.00
C (-1.3195, 2.7912, -3.0957)  0.01
C (-1.6836, 4.1527, -2.5936)  0.00
C (-2.7554, 4.1773, -1.4719)  0.00
C (-2.7366, 3.0485, -0.4841)  0.00
C (-3.5543, 1.9798, -0.5375)  0.00
C (-4.3148, 1.5274, -1.7559)  0.00
C (-3.6838, 1.8905, -3.1313)  0.00
H (-2.0611, 4.7621, -3.4322)  0.00
H (-3.7442, 4.2447, -1.9471)  0.00
H (-0.7759, 4.6740, -2.2453)  0.00
H (-4.0221, 2.8941, -3.4178)  0.00
H (-1.8499, 0.8401, -3.7209)  0.00
H (-0.2894, 2.7012, -3.4671)  0.00
H (-4.1086, 1.1886, -3.8692)  0.00
H (-4.4676, 0.4347, -1.7020)  0.00
H (-3.7837, 1.4198, 0.3794)  0.00
H (-5.3276, 1.9640, -1.7341)  0.00
H (-2.6178, 5.1098, -0.9000)  0.00
H (-2.1473, 3.2404, 0.4207)  0.00
P (0.1467, 0.0472, -1.4084)  0.07
P (-0.9558, -1.2047, 1.3135)  0.08
C (-1.6553, -0.2952, -1.2469)  0.02
C (-2.2114, -1.0216, -0.0071)  0.03
H (-2.0045, -0.7892, -2.1657)  0.00
H (-2.0717, 0.7120, -1.2766)  -0.01
H (-3.0695, -0.4598, 0.4002)  0.00
H (-2.5865, -2.0129, -0.3051)  0.00
C (-1.2545, -2.7009, 2.2437)  0.03
H (-0.5605, -2.7230, 3.0923)  0.00
H (-1.0854, -3.5811, 1.6154)  0.00
H (-2.2864, -2.6868, 2.6115)  0.01
C (-1.1420, 0.1469, 2.4953)  0.07
H (-2.1854, 0.4879, 2.5178)  0.01
H (-0.4829, 0.9872, 2.2502)  -0.03
H (-0.8725, -0.2409, 3.4849)  0.00
C (0.6715, -0.2181, -3.1101)  0.02
H (1.7712, -0.2227, -3.1440)  -0.01
H (0.2914, 0.5841, -3.7601)  0.00
H (0.2996, -1.1922, -3.4653)  0.01
C (0.5939, 1.7220, -0.8867)  0.07
H (0.5832, 1.8069, 0.2055)  -0.03
H (-0.0942, 2.4622, -1.3019)  0.05
H (1.6026, 1.9406, -1.2570)  0.00
F (1.4680, -3.1132, -1.8824)  0.02
C (0.5987, -2.9591, -0.8258)  0.10
F (-0.6640, -3.0875, -1.3706)  0.02
F (0.7616, -4.0615, -0.0139)  0.01

Force components x, y, z for each atom (eV/Å):
Rh 1.162 -0.699 -0.190
C -0.102 -0.874 1.175
C 1.199 -0.465 -0.396
C 0.116 0.399 0.503
C 0.766 1.344 0.176
C 0.244 -0.789 0.013
C 0.035 0.067 -0.135
H 0.100 -0.107 -0.090
H 0.121 0.123 0.089
H -0.119 0.094 -0.097
C -0.134 -0.272 -0.183
H -0.027 -0.165 0.140
H 0.069 0.211 -0.087
H -0.225 0.085 -0.004
C -0.157 -0.270 -0.028
H -0.200 0.028 -0.105
H -0.068 0.113 0.210
H 0.193 -0.017 -0.102
C -0.233 0.119 0.314
H -0.247 0.054 -0.147
H 0.250 0.180 -0.060
H 0.047 -0.245 0.024
C -0.185 0.421 0.054
H -0.236 -0.088 -0.133
H 0.243 -0.073 -0.078
H -0.080 -0.065 0.198
C 0.924 0.620 -0.552
C -0.632 -0.624 -1.021
C 0.046 0.510 0.278
C 0.184 0.397 -0.557
C -0.807 -0.348 0.597
C 0.056 0.901 0.319
C -0.294 0.075 -0.129
C -0.608 -0.235 -0.006
H 0.170 -0.131 0.171
H 0.266 -0.032 0.344
H -0.236 -0.237 -0.095
H 0.164 -0.287 -0.027
H 0.005 0.496 0.184
H -0.386 -0.223 0.276
H -0.021 0.377 0.224
H 0.114 0.370 0.073
H 0.552 0.068 -0.348
H 0.196 -0.191 0.000
H -0.142 -0.277 -0.230
H -0.358 -0.173 -0.117
P -0.535 -0.118 -0.341
P 0.224 0.184 0.105
C -0.485 0.671 -0.633
C -0.222 -0.144 0.026
H 0.254 0.058 0.304
H -0.046 -0.297 0.039
H 0.297 -0.258 -0.171
H 0.279 0.260 0.282
C -0.635 -0.283 0.293
H -0.145 -0.027 -0.173
H -0.051 0.188 0.112
H 0.117 -0.268 0.123
C -0.592 0.245 0.374
H 0.217 0.067 0.180
H -0.237 -0.190 0.008
H -0.047 0.199 -0.132
C -0.119 0.324 -0.605
H -0.357 -0.018 -0.010
H 0.205 -0.340 0.031
H 0.162 0.338 0.202
C -0.417 0.793 -0.310
H 0.023 -0.126 -0.232
H 0.203 0.010 0.223
H -0.149 -0.099 0.093
F -0.352 -0.399 0.129
C 0.346 -0.478 0.226
F 0.463 -0.260 0.030
F -0.129 -0.198 -0.619

<S²>: 6.015
Largest force on an atom: 1.56 eV/Å
Electronic energy: -2070.87622 Eh
Orbital gap (alpha / beta): 6.78 / 6.45 eV
Spin multiplicity: 5
Charge: +1

=====

[2]
Molecular formula: C25H43LuN4O3PSi
Method: DFT, ωB97M-V with the def2-TZVPD basis set

Each line ends with the Löwdin charge.
CARTESIAN COORDINATES (ANGSTROEM)
Lu (-17.2385, -0.6599, 3.4012)  1.52
C (-21.6291, -3.4390, 1.7307)  -0.05
N (-20.5776, -2.4482, 1.9514)  -0.29
C (-21.0510, -1.2308, 2.5486)  -0.12
P (-19.1699, -2.3561, 1.1357)  0.51
O (-18.0356, -2.2067, 2.1275)  -0.43
N (-19.3064, -1.1614, 0.0486)  -0.31
C (-20.5405, -0.5585, -0.4404)  -0.07
C (-18.1306, -0.8812, -0.7755)  -0.08
N (-18.8238, -3.7690, 0.4176)  -0.31
C (-18.3408, -4.9604, 1.0989)  -0.08
C (-19.2414, -3.9937, -0.9425)  -0.09
H (-22.4268, -3.0335, 1.0824)  0.10
H (-22.0042, -3.8531, 2.6805)  0.10
H (-21.0861, -4.2101, 1.1821)  0.06
H (-21.7939, -0.7284, 1.9593)  0.08
H (-20.2810, -0.4820, 2.6982)  0.07
H (-21.4050, -1.4457, 3.5204)  0.07
H (-21.3981, -1.0467, -0.0019)  0.06
H (-20.5297, -0.6647, -1.5299)  0.10
H (-20.5861, 0.5184, -0.2007)  0.11
H (-17.1987, -1.0211, -0.1495)  0.08
H (-18.1930, 0.1352, -1.1663)  0.10
H (-18.0958, -1.5822, -1.6178)  0.08
H (-17.4069, -5.2404, 0.6101)  0.09
H (-19.0742, -5.7560, 1.0087)  0.08
H (-18.0724, -4.8126, 2.1745)  0.10
H (-19.6708, -3.0549, -1.3322)  0.08
H (-20.1097, -4.6905, -0.9885)  0.10
H (-18.4033, -4.3080, -1.5239)  0.09
O (-18.8679, -0.8778, 4.8071)  -0.16
C (-18.8795, -1.6894, 5.7692)  -0.42
C (-19.9474, -2.7440, 5.8120)  -0.09
C (-20.9978, -2.5390, 6.8776)  -0.19
C (-20.5467, -2.7938, 8.3059)  -0.18
C (-19.2543, -2.0362, 8.7960)  -0.15
C (-17.9886, -2.2933, 7.9711)  -0.16
N (-17.9490, -1.6134, 6.7029)  0.11
H (-19.4754, -3.7582, 5.8982)  0.16
H (-20.4350, -2.6687, 4.8624)  0.08
H (-21.7975, -3.2553, 6.5925)  0.13
H (-21.3823, -1.5113, 6.8353)  0.13
H (-20.2979, -3.8536, 8.3801)  0.11
H (-21.3370, -2.5665, 9.0165)  0.11
H (-19.0258, -2.3662, 9.7925)  0.11
H (-19.4669, -0.9678, 8.8528)  0.12
H (-17.8857, -3.3636, 7.8023)  0.13
H (-17.1312, -1.9397, 8.5392)  0.13
H (-17.0854, -1.1859, 6.4010)  0.12
C (-15.5553, 2.9247, -2.4012)  -0.10
C (-15.1043, 1.6982, -1.9884)  -0.09
C (-15.2186, 1.3159, -0.6481)  -0.14
C (-15.8369, 2.1215, 0.2750)  -0.36
C (-16.2932, 3.4334, -0.1652)  -0.09
C (-16.1256, 3.8087, -1.4889)  -0.10
Si (-15.9433, 1.5697, 2.0799)  0.60
C (-14.3502, 0.5158, 2.3923)  -0.39
C (-13.1370, 0.9555, 2.9497)  -0.08
C (-12.0766, 0.0571, 3.1294)  -0.08
C (-12.1382, -1.2332, 2.6373)  -0.10
C (-13.3101, -1.6544, 2.0287)  -0.11
C (-14.4182, -0.8033, 1.9252)  -0.21
H (-15.4919, 3.2174, -3.4470)  0.11
H (-14.5731, 1.1305, -2.6975)  0.09
H (-14.8326, 0.3292, -0.3919)  0.09
H (-16.7304, 4.1320, 0.5284)  0.09
H (-16.4495, 4.7984, -1.8159)  0.11
H (-15.7186, 2.8041, 2.8576)  -0.07
H (-13.0378, 1.9442, 3.3619)  0.10
H (-11.1977, 0.3818, 3.6723)  0.11
H (-11.3397, -1.9715, 2.7904)  0.11
H (-13.3732, -2.6996, 1.6147)  0.12
H (-15.3503, -1.1958, 1.4607)  0.07
C (-14.7781, -1.8904, 5.1747)  -0.17
O (-16.0836, -1.5402, 4.7324)  -0.52
H (-14.2432, -2.4850, 4.4475)  0.07
H (-14.8382, -2.4865, 6.0629)  0.06
H (-14.2358, -0.9814, 5.4466)  0.09

Force components x, y, z for each atom (eV/Å):
Lu 0.143 -0.062 -0.652
C 0.987 -0.159 -0.670
N -0.691 0.351 0.067
C 0.520 0.682 0.081
P 0.200 -1.137 0.489
O 0.453 1.244 0.377
N 0.472 0.254 0.156
C 0.325 0.257 -0.180
C 0.943 -0.268 0.546
N -0.497 0.144 -0.130
C 0.883 0.285 0.730
C -1.890 0.439 0.087
H 0.081 -0.224 0.465
H 0.004 0.310 -0.386
H -0.658 -0.462 0.039
H -0.761 0.066 -0.246
H 0.411 -0.053 -0.096
H -0.773 -0.072 1.073
H -0.225 -0.134 -0.191
H -0.394 0.004 0.093
H 0.116 -0.391 -0.049
H -0.935 0.370 -0.848
H 0.241 -0.018 0.211
H 0.131 0.156 -0.016
H -0.042 -0.388 -0.036
H -0.042 -0.224 0.033
H -0.517 0.217 -0.926
H 0.462 -0.393 -0.113
H 0.788 -0.066 -0.106
H 0.365 -0.408 -0.660
O 0.129 0.277 -0.547
C 0.193 -0.238 0.736
C 0.811 -0.316 0.305
C -0.647 0.059 0.396
C 1.453 -0.114 0.331
C -0.852 -0.114 -1.083
C -0.416 -0.297 0.495
N -0.730 0.086 -0.283
H -0.279 0.803 -0.001
H -0.131 -0.198 -0.648
H 0.129 0.621 0.502
H -0.136 -0.208 -0.328
H -0.188 -0.198 0.205
H -0.162 -0.116 -0.054
H -0.066 -0.187 0.556
H 0.154 0.123 -0.049
H 0.175 -0.262 0.144
H 0.078 -0.114 -0.048
H 0.135 0.330 -0.089
C -0.349 0.559 -0.335
C -0.066 0.689 0.702
C 0.063 -0.621 -1.000
C -0.650 1.839 0.135
C 0.798 -1.734 -0.018
C -0.381 0.164 0.347
Si 0.135 -0.294 0.323
C -0.339 0.356 -0.510
C -0.090 -1.106 0.385
C -0.060 0.650 0.042
C -0.206 -0.680 0.092
C -0.555 -1.246 -0.810
C 0.409 -0.378 0.190
H 0.175 -0.053 0.175
H 0.424 -1.036 -0.626
H 0.001 0.259 0.174
H -0.076 0.021 0.243
H 0.069 -0.277 0.082
H -0.010 0.268 0.166
H -0.072 0.312 -0.091
H 0.065 0.061 -0.107
H -0.209 0.585 -0.126
H 0.043 1.174 0.528
H 0.547 0.217 0.159
C -0.559 0.622 0.017
O 0.911 -0.140 0.103
H 0.165 0.121 -0.355
H -0.184 -0.488 0.726
H 0.250 -0.099 -0.294

Largest force on an atom: 1.96 eV/Å
Energy relative to the best compared isomer or geometry (same formula, charge and spin): 0.650 eV
Electronic energy: -3289.48387 Eh
Orbital gap: 7.67 eV
Charge: +1

=====

- Which value of charge does entry 2 give?
  +1

=====

- Among the records above, which one has the lowest electronic energy?
  C25H43LuN4O3PSi

=====

- Which formula does entry 2 have?
  C25H43LuN4O3PSi

=====

- Which value of largest force on an atom does entry 1 give?
  1.56 eV/Å